[1]
Here is a 11-piece molecular cluster, C11H40F3NO11 overall in a non-equilibrium geometry from the OMol25 dataset. Energies are from wB97M-V/def2-TZVPD.

Geometry as ORCA input:
```
! wB97M-V def2-TZVPD RIJCOSX def2/J DEFGRID3
* xyz -2 1
N -0.85912 0.23505 -0.04904
H -1.29762 -0.64619 -0.27539
H -0.17933 0.03720 0.67127
H -1.56982 0.86859 0.28806
H -0.34955 0.63996 -0.82136
O -4.74053 2.67293 1.74814
H -5.42523 3.29982 2.05263
O -3.26893 -3.70327 -0.58651
H -3.37979 -3.83354 -1.54843
C 4.05568 0.16051 3.56361
O 3.81289 1.29334 2.72037
O 3.00227 -0.73909 3.21280
C 5.58277 -0.26824 3.53371
F 6.38255 0.59934 4.22316
F 5.86744 -1.51695 4.03199
F 6.00511 -0.32407 2.26745
C 4.29775 2.57330 3.15589
C 3.94700 3.63912 2.15397
H 2.88401 3.87280 2.21356
H 4.50490 4.54572 2.38839
H 4.28157 3.37939 1.14963
H 5.37713 2.60049 3.30515
H 3.94048 2.90077 4.13222
H 3.81138 0.48427 4.57534
C 3.92565 -5.60462 -1.42893
O 3.19230 -4.44626 -1.40965
H 3.33046 -6.47648 -1.15742
H 4.19739 -5.74914 -2.47457
H 4.87057 -5.61535 -0.88568
H 3.00131 -4.22618 -0.49494
C -0.51133 -4.61780 -6.77531
O -0.63798 -3.91109 -5.49792
H 0.39675 -4.23662 -7.24241
H -0.38611 -5.69216 -6.64053
H -1.40080 -4.44995 -7.38257
H 0.11154 -4.21081 -4.97834
C -4.94884 6.92472 4.34815
O -3.67909 6.73177 3.78794
H -5.02453 7.84874 4.92134
H -5.77310 6.67490 3.68010
H -5.00935 6.16127 5.12377
H -3.78800 5.89075 3.33802
C -2.86644 5.91055 -2.51621
O -4.08788 5.22793 -2.37615
H -2.07769 5.31665 -2.05439
H -2.64279 6.06609 -3.57162
H -2.90577 6.89703 -2.05427
H -3.98462 4.83877 -1.50466
C -2.17280 -0.24375 6.61219
O -2.84025 -0.53477 5.37535
H -1.65650 -1.12809 6.98567
H -1.44616 0.50404 6.29456
H -2.81746 0.18645 7.37864
H -2.96815 0.27685 4.87886
C -1.46453 -9.04406 -2.28620
O -1.60454 -8.27144 -1.11207
H -2.31400 -8.85290 -2.94191
H -0.54784 -8.67335 -2.74483
H -1.32701 -10.09709 -2.04062
H -1.85924 -7.37754 -1.35221
C 0.55355 2.89703 -6.46261
O 0.40325 1.93215 -5.38141
H 1.02396 2.36271 -7.28802
H -0.39563 3.25002 -6.86579
H 1.18418 3.73210 -6.15755
H 0.26450 1.05767 -5.75241
*
```

Output
M in g/mol: 419.4
HOMO-LUMO gap in eV: 4.500

=====

[2]
Here is C5H6N5O4P as an isolated structure in a non-equilibrium geometry from the OMol25 dataset. Energies are from wB97M-V/def2-TZVPD.

Geometry as ORCA input:
```
! wB97M-V def2-TZVPD RIJCOSX def2/J DEFGRID3
* xyz -2 3
C 1.09295 -0.99679 0.13641
C -0.15794 -0.35762 0.13532
C 2.33002 -0.30761 -0.15612
C 0.94010 1.67464 0.07066
C 0.06730 -3.03243 0.66704
N -0.06307 0.98928 0.36331
N 1.09272 -2.40218 0.29329
N 2.20202 1.11079 -0.32578
N -1.29868 -0.88987 0.14688
N 0.91559 3.08902 0.07986
O -3.65258 -0.90093 -0.66073
O -3.09656 0.56877 1.38855
O 3.48948 -0.78309 -0.25625
O -2.35218 1.25333 -1.06945
P -2.61516 0.21018 0.02449
H 0.25253 -4.16892 0.77882
H -1.01715 -2.78849 0.65831
H -2.99853 -0.82098 -1.41305
H 3.14336 1.51821 -0.51331
H 1.74468 3.60884 -0.17367
H -0.01892 3.42585 -0.17458
*
```

Output
M in g/mol: 231.1
HOMO-LUMO gap (spin up / spin down) in eV: 2.632 / 6.280
Expectation value of S²: 2.020

=====

[3]
Here is a 3-piece molecular cluster, C29H65ClFN8O4P2S2 overall in a non-equilibrium geometry from the OMol25 dataset. Energies are from wB97M-V/def2-TZVPD.

Geometry as ORCA input:
```
! wB97M-V def2-TZVPD RIJCOSX def2/J DEFGRID3
* xyz 1 1
C -4.33453 -0.81048 2.32793
C -4.39726 0.27406 1.26787
C -3.85558 1.75707 1.70897
C -3.51025 2.76633 0.45387
C -1.87896 2.95070 0.17736
C -1.29304 1.98821 -1.00947
C -0.95259 0.44968 -0.57425
C -2.07383 -0.66725 -1.03235
C -0.64474 0.21453 1.01698
C -3.85585 4.24886 1.14769
N -5.37032 4.46249 0.94062
F -5.97555 4.63514 2.14291
C -5.90654 3.37500 0.00801
C -7.23047 3.83941 -0.84074
C -7.92264 2.65178 -1.73447
C -9.52169 2.39350 -1.40585
C -9.75314 0.87527 -0.83182
S -11.01462 0.93005 0.60090
O -12.41373 1.08644 -0.10534
O -10.98214 -0.41503 1.37910
Cl -10.63120 2.44744 1.98648
C -4.54819 2.88836 -0.80916
N -4.73775 1.72937 -1.76175
C -4.73986 2.24502 -3.06175
S -4.23595 2.91552 -4.57945
H -3.32468 -0.93258 2.95110
H -5.24605 -1.50007 2.61141
H -4.84567 -0.00909 0.22031
H -2.90568 1.65332 2.42325
H -4.71612 2.30229 2.33079
H -1.28886 2.91987 1.18861
H -1.76929 4.07038 -0.22232
H -2.01824 2.08937 -1.94242
H -0.26640 2.48261 -1.36377
H 0.04898 0.15246 -1.15264
H -2.47769 -1.32355 -0.12781
H -2.96992 -0.22697 -1.64240
H -1.54100 -1.45039 -1.75905
H 0.03908 -0.75884 1.11485
H -0.05262 1.11955 1.48448
H -1.64339 -0.04586 1.58166
H -3.44258 5.21397 0.57894
H -3.52220 4.16747 2.28470
H -5.43437 5.33798 0.35166
H -6.36927 2.61880 0.80748
H -6.92778 4.74828 -1.55072
H -8.01035 4.28082 -0.05841
H -7.84731 2.82276 -2.90622
H -7.37014 1.63409 -1.45919
H -9.98171 3.18935 -0.67669
H -10.15057 2.47016 -2.41286
H -10.15643 0.11861 -1.65998
H -8.78440 0.36423 -0.39110
H -4.14882 3.78743 -1.44443
O 2.50335 -1.59815 2.42094
P 3.35953 -2.28586 3.51238
N 4.69850 -2.47446 2.46902
C 4.60895 -3.23100 1.22534
C 5.38243 -1.20437 2.19641
N 2.38493 -3.67811 3.62380
C 2.74436 -5.02448 3.21686
C 0.94561 -3.49632 3.41579
N 4.34384 -3.07647 4.76716
C 4.31013 -2.28038 5.99741
C 5.68385 -3.63379 4.60169
H 5.59074 -3.28005 0.73493
H 3.88858 -2.80285 0.52346
H 4.35094 -4.27236 1.41194
H 5.60148 -0.68652 3.13605
H 4.77349 -0.53777 1.57622
H 6.34416 -1.36502 1.69654
H 2.57510 -5.18362 2.14415
H 2.14120 -5.76433 3.75538
H 3.78064 -5.28030 3.44714
H 0.70197 -3.45356 2.35004
H 0.59777 -2.57184 3.88928
H 0.36709 -4.30987 3.86698
H 4.90804 -1.36917 5.88902
H 4.68039 -2.84866 6.85754
H 3.28191 -1.98502 6.23130
H 6.43942 -2.85429 4.44736
H 5.74073 -4.34772 3.77472
H 5.97285 -4.20315 5.49327
O 4.81449 -0.95918 -1.18592
P 5.42924 -1.05949 -2.60340
N 6.08483 0.51576 -2.52743
C 5.24707 1.69308 -2.32941
C 7.23647 0.60261 -1.62113
N 3.93566 -1.13410 -3.41846
C 3.37149 -0.12094 -4.29179
C 2.83883 -1.81833 -2.72799
N 6.13599 -1.17480 -4.23301
C 6.89409 -2.42318 -4.35656
C 6.84350 -0.11920 -4.95323
H 5.85490 2.60727 -2.36970
H 4.71008 1.67197 -1.37752
H 4.53121 1.81194 -3.14134
H 7.95971 -0.18522 -1.85629
H 6.94034 0.48866 -0.57274
H 7.76513 1.55578 -1.73325
H 2.84428 0.65680 -3.72447
H 2.64777 -0.56717 -4.98336
H 4.11638 0.35877 -4.93003
H 2.36458 -1.16279 -1.99153
H 3.20204 -2.71429 -2.21302
H 2.06952 -2.15747 -3.43031
H 7.82992 -2.36905 -3.79014
H 7.12395 -2.65536 -5.40210
H 6.30996 -3.26316 -3.96619
H 7.81907 0.10431 -4.50531
H 6.26380 0.80656 -5.01412
H 7.01765 -0.41820 -5.99384
*
```

Output
M in g/mol: 770.4
HOMO-LUMO gap in eV: 5.126

=====

[4]
Here is a 7-piece molecular cluster, C31H48Br2NO12 overall in a non-equilibrium geometry from the OMol25 dataset. Energies are from wB97M-V/def2-TZVPD.

Geometry as ORCA input:
```
! wB97M-V def2-TZVPD RIJCOSX def2/J DEFGRID3
* xyz 1 1
C -3.68551 -3.20734 1.51431
C -3.40739 -1.80268 1.93417
Br -4.81838 -0.95251 2.85522
C -2.27555 -1.14479 1.75218
Br -0.83287 -1.96933 0.90890
N -2.08697 0.24113 2.21452
C -0.66222 0.75023 2.15675
C -0.80055 2.20964 2.58455
C -2.23790 2.59733 2.12658
C -2.80440 1.32698 1.47842
H -4.49089 -3.61436 2.11772
H -2.80896 -3.83381 1.68103
H -3.96762 -3.24982 0.46342
H -2.33955 0.29473 3.20451
H -0.01080 0.20409 2.82838
H -0.31182 0.77446 1.13047
H -0.08523 2.84365 2.07158
H -0.68382 2.35752 3.65470
H -2.27733 3.39701 1.39365
H -2.78629 2.90288 3.01350
H -3.87314 1.29395 1.65706
H -2.59017 1.28672 0.41581
O -1.21097 4.83846 4.50474
C -2.03861 5.68275 4.30396
O -2.77929 5.67993 3.17478
C -3.63481 6.84255 3.12426
C -3.77052 7.28983 4.57653
C -2.42091 6.86887 5.16445
H -3.14962 7.59357 2.49939
H -4.57826 6.55776 2.66715
H -3.99254 8.34909 4.67500
H -4.57113 6.73078 5.06138
H -1.65593 7.63719 5.04213
H -2.47154 6.57720 6.20911
O 5.07791 -4.27793 -2.02251
C 4.07074 -3.79118 -1.60683
O 4.08001 -2.88005 -0.60132
C 2.74172 -2.54349 -0.21332
C 1.88090 -2.89309 -1.42420
C 2.63809 -4.07372 -2.02694
H 2.48226 -3.13430 0.67048
H 2.70561 -1.48657 0.04261
H 0.84416 -3.11658 -1.16727
H 1.88221 -2.06370 -2.12914
H 2.34004 -5.02829 -1.58889
H 2.56394 -4.13302 -3.10865
O 1.14595 -1.17029 -4.19901
C 0.13783 -0.67599 -3.79393
O 0.14291 0.24518 -2.79226
C -1.20286 0.58592 -2.43146
C -2.05975 0.23193 -3.64228
C -1.29034 -0.95058 -4.22443
H -1.47187 -0.00213 -1.54665
H -1.24622 1.64428 -2.18005
H -3.09395 0.01612 -3.39208
H -2.05871 1.06160 -4.34707
H -1.59801 -1.90099 -3.78307
H -1.35286 -1.02021 -5.30504
O -5.01663 1.30968 -5.02452
C -4.90482 0.56380 -5.95232
O -3.93663 -0.38562 -5.98459
C -3.95754 -1.08363 -7.24753
C -5.36739 -0.87577 -7.79068
C -5.72037 0.50269 -7.22826
H -3.19527 -0.64365 -7.89321
H -3.71053 -2.12673 -7.06845
H -5.41831 -0.94514 -8.87419
H -6.03845 -1.62616 -7.37222
H -5.39198 1.31389 -7.87978
H -6.77590 0.62638 -7.00621
O 2.50692 1.50469 2.28338
C 2.96268 2.48498 2.80508
O 2.98194 3.67508 2.17842
C 3.67133 4.65709 2.98101
C 3.59291 4.12483 4.40791
C 3.59924 2.61289 4.17522
H 4.69734 4.73096 2.61803
H 3.17922 5.61578 2.84534
H 4.40042 4.48462 5.04029
H 2.64763 4.42408 4.86217
H 4.60937 2.20439 4.11848
H 3.02893 2.05506 4.91223
O 7.23276 -8.30431 2.51294
C 7.07138 -7.55588 1.59661
O 6.40420 -6.38394 1.73000
C 6.26845 -5.73361 0.45160
C 7.38235 -6.30888 -0.41266
C 7.51169 -7.72410 0.15193
H 5.27944 -5.96489 0.05249
H 6.34544 -4.65994 0.59548
H 7.15659 -6.26108 -1.47450
H 8.30629 -5.75687 -0.23759
H 6.82803 -8.42496 -0.32993
H 8.52105 -8.12234 0.11103
*
```

Output
M in g/mol: 786.5
HOMO-LUMO gap in eV: 8.465
Energy relative to the best compared isomer or geometry (same formula, charge and spin) in eV: 0.000

=====

[5]
Here is C32H28BrN5O5Pr as an isolated structure from the OMol25 dataset. Energies are from wB97M-V/def2-TZVPD.

Geometry as ORCA input:
```
! wB97M-V def2-TZVPD RIJCOSX def2/J DEFGRID3
* xyz 1 3
Pr -0.49440 0.68761 -0.49930
O -1.02113 0.96350 3.81938
C 0.22962 1.06252 4.32235
C 0.38013 1.18180 5.70358
C 1.63828 1.30144 6.25957
C 2.77183 1.32049 5.45485
C 2.62190 1.21289 4.08548
C 1.36532 1.07143 3.50298
C 1.26047 0.87680 2.00900
O 0.14356 1.46575 1.42066
N 1.19744 -0.58232 1.76296
N 1.17830 -0.92645 0.44414
C 1.66966 -2.03760 0.04457
C 1.51899 -2.51902 -1.31168
Br 0.17042 -1.67171 -2.38592
C 2.17845 -3.56266 -1.83204
C 3.27989 -4.28045 -1.18162
C 4.30562 -3.61455 -0.50868
C 5.32638 -4.33180 0.09404
C 5.33602 -5.71622 0.02762
C 4.33508 -6.38557 -0.66363
C 3.31991 -5.67371 -1.27825
H -0.95734 1.12906 2.86344
H -0.51002 1.18168 6.31785
H 1.73633 1.39215 7.33335
H 3.75461 1.42742 5.89210
H 3.49641 1.23786 3.44266
H 2.17056 1.28241 1.52854
H 1.82069 -1.13554 2.34559
H 2.18516 -2.70762 0.73068
H 1.87540 -3.93013 -2.80617
H 4.32800 -2.53221 -0.49522
H 6.12394 -3.80844 0.60387
H 6.13369 -6.27434 0.49873
H 4.35047 -7.46490 -0.72761
H 2.54352 -6.19682 -1.82190
C 3.10864 3.63915 -1.15906
C 1.68298 3.19146 -1.23928
O 1.38842 1.98758 -1.26086
N 0.73319 4.13229 -1.26070
C -0.69989 3.85127 -1.24651
C -1.24457 3.28630 -2.54398
C -1.80565 4.12963 -3.48874
C -2.29611 3.58838 -4.66789
C -2.21190 2.22141 -4.86130
C -1.64146 1.44951 -3.86352
N -1.16256 1.96104 -2.73045
H 3.42996 3.55431 -0.11959
H 3.24852 4.66749 -1.48465
H 3.72183 2.97182 -1.75934
H 1.02154 5.09574 -1.22562
H -1.19303 4.79728 -1.02877
H -0.96175 3.22362 -0.37775
H -1.87124 5.19193 -3.29727
H -2.74407 4.22528 -5.41830
H -2.58627 1.75382 -5.76019
H -1.57251 0.37349 -3.97609
O -2.40233 -2.37804 0.48735
C -3.08939 -1.42091 0.20900
N -2.59499 -0.15169 -0.06689
C -3.63077 0.67631 -0.42622
O -3.46628 1.84021 -0.77805
C -4.90753 -0.08175 -0.32789
C -6.21566 0.29780 -0.55589
C -7.19389 -0.67429 -0.37660
C -6.86215 -1.97024 0.01400
C -5.54082 -2.34182 0.24113
C -4.57714 -1.37009 0.06070
H -6.46504 1.30593 -0.85713
H -8.23370 -0.42446 -0.53993
H -7.65220 -2.69787 0.14391
H -5.27535 -3.34463 0.54636
*
```

Output
M in g/mol: 783.4
HOMO-LUMO gap (spin up / spin down) in eV: 7.334 / 7.338
Energy relative to the best compared isomer or geometry (same formula, charge and spin) in eV: 0.000
Expectation value of S²: 2.002

=====

[6]
Here is a single CH5N3O molecule in a non-equilibrium geometry from the OMol25 dataset. Energies are from wB97M-V/def2-TZVPD.

Geometry as ORCA input:
```
! wB97M-V def2-TZVPD RIJCOSX def2/J DEFGRID3
* xyz 0 1
C -0.08228 0.83015 -0.04543
H 2.35099 -0.45855 0.71658
H 1.97291 -0.91207 -0.72602
H -0.62361 1.73599 -0.09301
H -0.64580 -1.01646 -0.60514
H -2.55804 -0.33438 0.79295
N 1.63720 -0.49919 0.07854
N 1.23415 0.83809 -0.03274
N -0.95641 -0.23050 -0.07095
O -2.32912 0.04693 -0.01479
*
```

Output
SMILES string: N/N=C\NO
M in g/mol: 75.1
HOMO-LUMO gap in eV: 9.627
Energy relative to the best compared isomer or geometry (same formula, charge and spin) in eV: 3.227

=====

[7]
Here is C32H38ClLiN4O5PS as an isolated structure from the OMol25 dataset. Energies are from wB97M-V/def2-TZVPD.

Geometry as ORCA input:
```
! wB97M-V def2-TZVPD RIJCOSX def2/J DEFGRID3
* xyz -1 1
Li 0.10134 0.17953 -2.35253
Cl 0.32093 -3.25002 -3.54827
C 1.73035 -3.96914 -2.83986
C 2.27029 -5.07790 -3.48197
C 3.39314 -5.69603 -2.96210
C 3.97075 -5.20717 -1.79760
C 3.41853 -4.10343 -1.17099
C 2.29308 -3.45148 -1.67676
P 1.50651 -1.99605 -0.80795
C 0.73005 -2.98138 0.53547
C -0.63318 -3.21871 0.37551
C -1.32312 -4.01295 1.27982
C -0.66126 -4.56550 2.36515
C 0.69605 -4.32474 2.53991
C 1.38819 -3.54150 1.62888
C 3.00327 -1.25255 -0.05348
C 4.06120 -0.92811 -0.90582
C 5.17453 -0.25717 -0.43251
C 5.24676 0.11905 0.90395
C 4.18667 -0.16310 1.74965
C 3.06951 -0.83787 1.27201
H 1.80138 -5.44186 -4.38543
H 3.81302 -6.55898 -3.46328
H 4.84908 -5.68265 -1.37991
H 3.87740 -3.72685 -0.26494
H -1.16091 -2.74698 -0.44493
H -2.38433 -4.17700 1.14717
H -1.20057 -5.17587 3.07890
H 1.21919 -4.75086 3.38747
H 2.45024 -3.38450 1.76694
H 4.00474 -1.19858 -1.95418
H 5.98250 -0.01260 -1.11058
H 6.11822 0.64233 1.27700
H 4.21872 0.15179 2.78537
H 2.22916 -1.01062 1.93354
C -3.68844 -0.32281 -3.65620
C -2.40935 0.49504 -3.61482
C -2.66278 1.95223 -3.98226
O -1.81687 0.41109 -2.31051
C -1.34335 -0.05909 -4.60494
O -1.74073 -0.40973 -5.71707
O -0.15545 -0.04509 -4.16817
H -4.49570 0.18729 -3.12128
H -3.52041 -1.29416 -3.18919
H -3.98121 -0.47985 -4.69262
H -3.41426 2.39651 -3.32315
H -3.01340 2.00986 -5.01308
H -1.73972 2.52642 -3.89063
H -2.36779 0.83857 -1.64533
C -1.66435 6.19735 1.44002
N -0.95306 4.94047 1.23531
C 0.25859 5.14299 0.45214
C -1.80861 3.91546 0.76687
S -1.80749 3.41175 -0.80913
N -2.62850 3.40554 1.70436
C -3.63720 2.42826 1.33042
C -2.46178 3.62826 3.12997
H -1.94466 6.65223 0.48048
H -1.02221 6.89226 1.98350
H -2.56977 6.03512 2.02239
H 0.94507 5.74574 1.05044
H 0.05727 5.65676 -0.49417
H 0.71867 4.18587 0.22472
H -4.14250 2.74802 0.42023
H -4.36008 2.35819 2.14251
H -3.20017 1.44257 1.14894
H -1.51551 4.12460 3.31446
H -2.46919 2.66594 3.64674
H -3.27649 4.23881 3.53231
C -1.48595 -0.09076 3.82390
N -0.78508 0.35349 2.63906
C 0.22216 1.26950 2.69491
C 0.90666 1.62278 1.59777
C 0.56534 0.97691 0.32989
O 1.20166 1.24049 -0.70655
N -0.42268 0.05211 0.31042
C -1.15191 -0.23688 1.39974
O -2.13250 -0.98335 1.42203
H -1.00303 0.34187 4.70067
H -1.46095 -1.17798 3.88804
H -2.53669 0.20490 3.80022
H 0.43010 1.68576 3.67459
H 1.72289 2.32815 1.63841
*
```

Output
M in g/mol: 664.1
HOMO-LUMO gap in eV: 7.732
Energy relative to the best compared isomer or geometry (same formula, charge and spin) in eV: 0.894